No. 1
ORCA calculation (ωB97M-V/def2-TZVPD) on a cluster of 6 separate species, C32H42BFN5O in total at a distorted geometry.

Positions of all 82 atoms, in Å:
C: -2.931295 5.157099 -2.991300
C: -3.376459 4.185682 -4.155604
O: -2.588829 3.015537 -4.041849
C: -1.277226 3.201054 -4.658100
C: -0.091960 3.238985 -3.620767
B: 1.082424 2.152126 -4.073412
C: 1.317651 0.921201 -3.006972
C: 0.127224 -0.062946 -2.839449
C: -0.105661 -0.989419 -4.074561
F: -1.085012 0.534083 -2.470893
H: -3.788400 5.703858 -2.541968
H: -2.449218 4.551401 -2.197860
H: -2.217143 5.908589 -3.382257
H: -4.463524 3.974669 -4.016858
H: -3.297593 4.675037 -5.154835
H: -1.185907 2.366038 -5.385877
H: -1.235197 4.154997 -5.237513
H: -0.453525 3.021446 -2.591633
H: 0.324674 4.276889 -3.632845
H: 2.130517 2.779233 -4.097309
H: 0.928964 1.774094 -5.220923
H: 1.674122 1.359456 -2.042490
H: 2.164358 0.313297 -3.407800
H: 0.392345 -0.758883 -1.999869
H: 0.824874 -1.520438 -4.356955
H: -0.589140 -0.467239 -4.920458
H: -0.808744 -1.785853 -3.722161
N: 3.669623 -1.146801 -1.553232
C: 4.789033 -1.862905 -1.701220
C: 5.337621 -2.652745 -0.703362
C: 4.691009 -2.702031 0.523056
C: 3.530753 -1.965595 0.699658
C: 3.064585 -1.209736 -0.365445
H: 5.258879 -1.789663 -2.676567
H: 6.246042 -3.214269 -0.880636
H: 5.087408 -3.307310 1.331017
H: 2.998315 -1.976808 1.641154
H: 2.159856 -0.619375 -0.277286
N: 2.788933 0.886001 1.974267
C: 1.765943 0.611679 2.792064
C: 1.632666 1.143521 4.065498
C: 2.615781 2.005903 4.523190
C: 3.686016 2.303235 3.694752
C: 3.723320 1.721705 2.437351
H: 1.022638 -0.071474 2.391652
H: 0.781101 0.888098 4.682691
H: 2.548755 2.441420 5.513206
H: 4.473517 2.971912 4.016297
H: 4.538579 1.927278 1.752057
N: -5.637960 2.836854 -1.024629
C: -5.446345 1.813330 -1.865538
C: -6.396449 0.833880 -2.113877
C: -7.611767 0.913835 -1.453614
C: -7.831717 1.964466 -0.576299
C: -6.818951 2.893346 -0.400592
H: -4.478229 1.791088 -2.357747
H: -6.187899 0.029690 -2.806553
H: -8.379041 0.166690 -1.620376
H: -8.767836 2.060881 -0.041488
H: -6.945739 3.734733 0.272728
N: -0.131321 -2.380660 1.937887
C: 0.062223 -3.418626 1.114752
C: -0.903326 -4.372406 0.836831
C: -2.141073 -4.251113 1.446818
C: -2.365542 -3.186255 2.304471
C: -1.335244 -2.284801 2.512766
H: 1.046757 -3.473562 0.662928
H: -0.690925 -5.188823 0.159985
H: -2.922057 -4.977142 1.255648
H: -3.318911 -3.057484 2.799274
H: -1.465843 -1.433053 3.172276
N: 4.561164 -3.088956 5.262631
C: 4.207165 -3.811371 6.330513
C: 2.893974 -4.085023 6.676488
C: 1.884480 -3.578577 5.872410
C: 2.225144 -2.825115 4.760645
C: 3.569913 -2.612107 4.501133
H: 5.030680 -4.183445 6.930483
H: 2.667237 -4.678709 7.552414
H: 0.844437 -3.769237 6.109298
H: 1.464385 -2.412924 4.109160
H: 3.885920 -2.031439 3.641531

Cartesian forces (eV/Å) of the 3 atoms listed first:
C -0.3132 0.2395 -0.5265
C -0.1039 0.6345 1.3738
O -0.5062 0.7517 -1.1857

## Properties
gap between HOMO and LUMO: 6.25 eV
charge: -1
LUMO: 0.077 Eh

No. 2
ORCA calculation (ωB97M-V/def2-TZVPD) on a structure of composition C32H42CrN6P2S3.

Positions of all 86 atoms, in Å:
Cr: 0.617861 1.404851 1.148683
C: -0.637694 0.727471 5.334879
C: -0.532616 0.981359 3.872018
N: 0.544363 1.284205 3.251784
N: 1.746128 1.298321 3.977159
C: 2.779859 0.701221 3.290626
N: 3.983159 0.810401 3.837992
S: 2.481893 -0.200461 1.904304
C: -1.713620 0.890162 2.982404
C: -3.006209 0.890641 3.472510
C: -4.063573 0.873328 2.571766
C: -3.783458 0.857772 1.219544
C: -2.457783 0.854053 0.811228
N: -1.439414 0.850920 1.666297
H: 0.329989 0.438476 5.736323
H: -1.367742 -0.052089 5.541024
H: -0.961199 1.637751 5.846671
H: 1.939995 2.209842 4.377299
H: 4.141619 1.279616 4.714557
H: 4.773949 0.444433 3.335525
H: -3.185855 0.930973 4.537037
H: -5.085225 0.884812 2.925867
H: -4.569096 0.854612 0.477697
H: -2.209149 0.862254 -0.241312
S: -0.617158 3.373677 0.880440
C: 0.522171 4.556426 0.256493
C: 0.067782 5.749795 -0.303325
C: 0.971679 6.677768 -0.792096
C: 2.337031 6.419104 -0.732053
C: 2.793959 5.233465 -0.181695
C: 1.889019 4.298297 0.320276
S: 2.469119 2.794159 1.023331
H: -0.996983 5.941232 -0.351370
H: 0.611237 7.601637 -1.224798
H: 3.045301 7.139821 -1.118837
H: 3.854826 5.020821 -0.134758
C: -2.012293 -2.462965 1.543751
P: -0.374872 -2.123143 0.770269
C: -0.977888 -1.788922 -0.966285
N: -1.829662 -2.656877 -1.456182
C: -2.389209 -2.436847 -2.669226
C: -3.290012 -3.380309 -3.215165
C: -3.870074 -3.128469 -4.423802
C: -3.586419 -1.934078 -5.131638
C: -2.722187 -1.009367 -4.623193
C: -2.101157 -1.255157 -3.376989
N: -1.226309 -0.355453 -2.867865
C: -0.645313 -0.601242 -1.718885
P: 0.574337 0.740736 -1.253515
C: -0.057126 2.157365 -2.199222
C: 2.116236 0.239159 -2.197919
C: 2.577514 -1.120405 -1.691161
C: 3.218162 1.275038 -1.963502
C: 1.841715 0.142877 -3.701984
C: 0.321088 -3.873027 0.750967
C: 0.922206 -4.049662 2.153262
C: 1.444259 -3.980935 -0.275659
C: -0.694736 -4.985333 0.493519
H: -1.845396 -2.964025 2.498309
H: -2.623992 -3.100186 0.907227
H: -2.550591 -1.538649 1.741410
H: -3.495038 -4.282210 -2.653988
H: -4.558250 -3.844384 -4.852976
H: -4.063211 -1.761091 -6.087100
H: -2.486105 -0.091962 -5.145704
H: -0.139369 1.922927 -3.255371
H: 0.619034 2.997914 -2.034849
H: -1.032428 2.443447 -1.811142
H: 2.755738 -1.115058 -0.615053
H: 3.518496 -1.385260 -2.179433
H: 1.853199 -1.899482 -1.926177
H: 3.575348 1.261919 -0.936584
H: 2.890132 2.291267 -2.190670
H: 4.053234 1.039145 -2.627869
H: 1.009854 -0.517096 -3.942461
H: 2.738953 -0.261672 -4.176049
H: 1.652802 1.118662 -4.147431
H: 1.688906 -3.299907 2.358750
H: 1.381191 -5.038614 2.227545
H: 0.161818 -3.985605 2.935000
H: 2.223847 -3.239660 -0.100921
H: 1.069674 -3.869670 -1.294878
H: 1.905731 -4.968734 -0.201088
H: -1.462833 -5.027799 1.265701
H: -0.170460 -5.944772 0.505707
H: -1.182668 -4.873594 -0.472971

Cartesian forces (eV/Å) of the 3 atoms listed first:
Cr 0.0406 0.1931 0.0509
C -0.0001 0.0323 0.0130
C 0.0691 -0.0110 -0.0176

## Properties
gap between HOMO and LUMO (alpha / beta): 5.91 / 5.93 eV
2S+1: 4
⟨S²⟩: 3.84
charge: +1
energy relative to the best compared isomer or geometry (same formula, charge and spin): 1.162 eV
LUMO (alpha / beta): -0.126 / -0.134 Eh

No. 3
ORCA calculation (ωB97M-V/def2-TZVPD) on a structure of composition C32H42InN4O at a distorted geometry.

Positions of all 80 atoms, in Å:
In: -0.799241 -0.997304 -0.645955
N: 0.643264 -3.406036 3.136052
N: -1.063080 -3.438741 -2.855844
C: 1.017942 2.215244 -0.379747
C: 2.062331 1.305405 -0.084858
C: 1.939689 0.916054 1.295339
C: 2.698239 -0.071826 1.968742
H: 3.606284 -0.412231 1.454230
H: 1.826972 -1.375884 2.113170
H: 2.764818 0.022252 3.055755
C: 0.747359 1.538851 1.805359
C: 0.171437 1.285587 3.140998
H: 0.614013 1.955238 3.896567
H: 0.358849 0.252892 3.468531
H: -0.914816 1.455051 3.152750
C: 0.224391 2.382196 0.795807
C: -0.968940 3.249011 0.936316
H: -1.733760 2.752106 1.546524
H: -1.391707 3.479797 -0.047266
H: -0.731018 4.207252 1.428134
C: 3.094404 0.804492 -1.015453
H: 3.974275 1.471315 -1.016289
H: 2.722946 0.756655 -2.050533
H: 3.446308 -0.194748 -0.729541
C: 0.792353 2.851313 -1.702050
H: -0.234494 3.223576 -1.787643
H: 0.964997 2.129594 -2.512597
H: 1.474657 3.702736 -1.866044
C: -0.386885 -3.771690 3.929767
H: -0.228546 -3.642680 5.011443
C: -1.568830 -4.269528 3.380896
H: -2.313487 -4.677991 4.027645
C: -1.777858 -4.273181 1.983805
H: -2.604639 -4.825455 1.483222
C: -0.820406 -3.605202 1.187208
H: -0.798295 -3.670783 0.105591
C: 0.310728 -3.019230 1.825798
C: 1.065019 -1.895750 1.398442
H: 1.423295 -2.002134 0.352872
C: -1.061859 -2.077989 -2.669260
C: 0.179105 -3.594155 -3.394714
H: 0.966561 -4.275434 -3.082017
C: 0.291045 -2.578693 -4.325534
H: 0.669197 -2.678989 -5.338425
N: -0.436920 -1.511743 -3.798249
C: -0.543621 -0.215685 -4.345939
C: 0.555127 0.277688 -5.079152
C: 0.403874 1.505715 -5.752436
H: 1.220657 1.896912 -6.355964
C: -0.774520 2.249604 -5.661343
C: -0.956040 3.491703 -6.482810
H: -1.494147 4.282108 -5.930928
H: -1.540353 3.291979 -7.402537
H: 0.018525 3.895929 -6.808166
C: -1.795523 1.787021 -4.826045
H: -2.686660 2.400864 -4.696001
C: -1.721159 0.530737 -4.186107
C: -2.871773 0.071546 -3.362288
H: -2.879184 -1.015651 -3.231075
H: -3.811156 0.377146 -3.838745
H: -2.876954 0.513065 -2.358642
C: 1.883540 -0.383767 -5.059406
H: 1.849532 -1.407447 -5.435542
H: 2.314175 -0.404128 -4.051775
H: 2.581903 0.155350 -5.707481
C: -5.607999 -0.343043 2.448646
N: -4.795003 0.197225 1.370498
C: -5.491714 0.790515 0.241859
C: -3.504842 -0.171823 1.231658
C: -2.831381 -0.808560 2.405316
O: -2.938402 0.045254 0.109443
H: -6.622798 0.046047 2.337046
H: -5.211862 -0.043325 3.427869
H: -5.643067 -1.445021 2.415172
H: -6.473811 1.095109 0.605391
H: -4.962077 1.671617 -0.135147
H: -5.625209 0.075146 -0.579056
H: -1.745178 -0.770626 2.281134
H: -3.101432 -0.276694 3.330486
H: -3.152264 -1.856927 2.488421

Cartesian forces (eV/Å) of the 3 atoms listed first:
In 0.3847 0.9981 0.3038
N -1.5906 1.1056 0.8163
N 2.3915 1.5561 5.5693

## Properties
gap between HOMO and LUMO: 4.99 eV
charge: -1
energy relative to the best compared isomer or geometry (same formula, charge and spin): 3.902 eV
LUMO: 0.086 Eh

Number 1: calculated total energy -1718.23649 a.u.. Number 2: calculated total energy -4494.77668 a.u.. Number 3: calculated total energy -1728.69108 a.u..